# 1
{
  "formula": "C12H11BCl2N4S4SbZn",
  "method": "ωB97M-V with the def2-TZVPD basis set",
  "de_lowest_ev": 0.000,
  "charge": -2,
  "homo_lumo_gap_ev": [6.3, 4.9],
  "e_lumo_ev": [4.5344, 3.1310],
  "e_homo_ev": [-1.774, -1.774],
  "spin_multiplicity": 2,
  "symbols": ["Zn", "B", "N", "C", "C", "C", "N", "N", "C", "C", "C", "N", "H", "H", "H", "H", "H", "H", "H", "H", "Cl", "C", "C", "C", "C", "C", "Cl", "C", "S", "H", "H", "H", "S", "Sb", "S", "S"],
  "positions_angstrom": [[-2.1000, -0.3315, -0.8655], [-0.3019, -2.8625, -0.2095], [-0.3438, -1.8487, 0.9595], [0.3774, -1.7808, 2.0873], [0.0414, -0.6246, 2.7674], [-0.9145, -0.0201, 1.9561], [-1.1449, -0.7673, 0.8779], [0.1733, -2.1003, -1.4952], [1.2790, -2.2590, -2.2256], [1.2806, -1.3217, -3.2466], [0.1012, -0.6017, -3.0484], [-0.5551, -1.0884, -1.9993], [-1.4228, -3.2720, -0.4171], [0.5125, -3.7236, 0.0328], [1.1065, -2.5413, 2.3134], [0.4763, -0.2235, 3.6667], [-1.4243, 0.9222, 2.0785], [1.9909, -3.0238, -1.9632], [2.0294, -1.1712, -4.0043], [-0.3068, 0.2371, -3.5892], [2.4589, 0.9724, 0.7365], [3.2344, -0.1764, 1.7906], [3.6308, -1.3645, 1.2063], [4.2346, -2.3538, 1.9700], [4.4273, -2.1203, 3.3226], [4.0252, -0.9200, 3.8822], [4.3196, -0.7360, 5.5996], [3.4073, 0.1350, 3.1680], [2.8948, 1.6138, 3.8748], [3.4397, -1.5079, 0.1504], [4.5389, -3.2905, 1.5205], [4.8890, -2.8663, 3.9565], [-5.6131, 1.7571, -3.7293], [-4.7083, 1.1506, -1.7220], [-4.2488, -1.1458, -1.4039], [-2.5271, 1.9474, -1.2798]],
  "forces_ev_per_angstrom": [[-0.0491, -0.0264, 0.0095], [-0.0077, -0.0962, -0.0564], [0.0756, 0.0848, -0.0016], [-0.0025, -0.0184, -0.0395], [-0.0783, 0.0413, 0.0399], [-0.0135, -0.0140, -0.0085], [-0.1017, 0.0651, 0.0268], [-0.0096, 0.0526, 0.0568], [0.0427, -0.0235, 0.0058], [-0.0380, 0.0407, -0.0117], [-0.0033, -0.0485, 0.0042], [0.0638, 0.0035, 0.0062], [0.0345, -0.0332, -0.0005], [-0.0479, 0.0122, 0.0104], [0.0008, -0.0006, -0.0051], [0.0510, -0.0351, 0.0150], [-0.0059, -0.0063, -0.0160], [0.0003, 0.0034, -0.0034], [0.0005, -0.0049, -0.0017], [0.0061, 0.0019, -0.0049], [0.0354, 0.0090, 0.0233], [0.0472, -0.0048, -0.0017], [-0.0039, 0.0393, 0.0080], [-0.0004, -0.0225, -0.0395], [-0.0172, 0.0253, 0.0011], [0.0333, -0.0433, 0.0572], [-0.0057, 0.0002, -0.0212], [-0.0880, 0.0905, -0.0911], [0.0687, -0.0656, 0.0491], [0.0052, -0.0219, 0.0023], [-0.0037, 0.0009, 0.0036], [-0.0010, 0.0042, 0.0055], [-0.0059, -0.0133, 0.0340], [0.0049, -0.0166, -0.0418], [-0.0374, -0.0333, -0.0013], [0.0507, 0.0532, -0.0129]],
  "mulliken_charge": [0.179, 0.170, 0.590, -0.313, -0.745, -0.123, -0.676, 0.551, -0.233, -0.911, -0.092, -0.597, -0.163, -0.194, 0.512, 0.420, 0.480, 0.488, 0.354, 0.473, -0.189, 0.796, -0.844, -0.341, -0.726, 0.705, -0.257, -0.793, -0.396, 0.359, 0.347, 0.360, -0.656, 0.623, -0.571, -0.586]
}

***

# 2
{
  "formula": "C30H36AsF4N5S2Ti",
  "method": "ωB97M-V with the def2-TZVPD basis set",
  "de_lowest_ev": 0.000,
  "charge": 2,
  "homo_lumo_gap_ev": 7.0,
  "e_lumo_ev": -6.3463,
  "e_homo_ev": -13.389,
  "symbols": ["Ti", "C", "N", "C", "C", "C", "N", "C", "C", "F", "C", "F", "C", "C", "F", "C", "F", "H", "H", "H", "H", "H", "H", "H", "H", "H", "H", "H", "C", "C", "C", "C", "C", "C", "C", "C", "C", "C", "C", "C", "C", "C", "C", "N", "H", "H", "H", "H", "H", "H", "H", "H", "H", "H", "C", "As", "C", "C", "S", "H", "H", "H", "H", "H", "H", "H", "H", "H", "C", "N", "C", "N", "S", "H", "H", "H", "H", "H", "H"],
  "positions_angstrom": [[-0.0971, -0.0753, 0.1714], [1.9969, -0.2513, 2.9274], [1.9223, -0.0001, 1.4659], [2.6184, 1.2779, 1.2210], [2.6558, -1.1220, 0.8373], [2.6770, -0.9652, -0.6544], [1.3436, -0.5510, -1.0896], [1.1480, -0.6447, -2.4701], [-0.1359, -0.3806, -2.9276], [-1.0305, -0.0966, -1.9405], [-0.5517, -0.4557, -4.2340], [-1.8295, -0.1903, -4.5208], [0.3513, -0.8128, -5.2144], [1.6427, -1.0878, -4.8074], [2.5547, -1.4235, -5.7103], [2.0535, -1.0140, -3.4784], [3.3495, -1.2507, -3.2403], [3.0482, -0.3254, 3.2175], [1.5048, -1.1865, 3.1816], [1.5480, 0.5703, 3.4775], [3.6619, 1.2058, 1.5439], [2.1209, 2.0682, 1.7812], [2.5651, 1.5227, 0.1671], [2.1364, -2.0422, 1.1154], [3.6735, -1.1769, 1.2386], [2.9720, -1.9137, -1.1030], [3.4196, -0.2237, -0.9655], [0.0655, -0.8805, -6.2543], [-1.1614, -4.2557, -0.7755], [-1.2852, -4.7937, 0.4987], [-1.1631, -3.9728, 1.6062], [-0.9094, -2.6099, 1.4357], [-0.7370, -2.0614, 0.1547], [-0.8815, -2.9055, -0.9445], [-0.9351, -1.6585, 2.5595], [-1.2277, -2.0161, 3.8934], [-1.3511, -1.0375, 4.8336], [-1.1799, 0.3183, 4.4771], [-1.2941, 1.3721, 5.4126], [-1.0842, 2.6639, 5.0257], [-0.7499, 2.9522, 3.6865], [-0.6362, 1.9520, 2.7576], [-0.8566, 0.6133, 3.1355], [-0.7352, -0.3939, 2.2103], [-1.2686, -4.8953, -1.6422], [-1.4818, -5.8491, 0.6276], [-1.2760, -4.3988, 2.5938], [-0.7650, -2.5346, -1.9546], [-1.3646, -3.0529, 4.1588], [-1.5813, -1.2900, 5.8612], [-1.5474, 1.1372, 6.4384], [-1.1731, 3.4698, 5.7405], [-0.5882, 3.9786, 3.3859], [-0.3792, 2.2140, 1.7363], [1.5228, 2.6578, -3.8791], [1.4801, 3.4029, -2.1078], [3.3085, 3.4079, -1.5009], [0.9601, 5.2402, -2.2816], [0.0157, 2.5029, -0.8515], [2.0671, 3.3350, -4.5365], [0.5016, 2.5357, -4.2345], [2.0233, 1.6917, -3.8545], [3.9091, 3.9734, -2.2126], [3.6894, 2.3900, -1.4507], [3.3646, 3.8788, -0.5212], [1.6685, 5.7668, -2.9194], [0.9400, 5.6889, -1.2906], [-0.0364, 5.2763, -2.7172], [-4.7659, -2.4299, -0.2396], [-3.9177, -1.3543, 0.2502], [-3.4944, -0.3420, -0.4819], [-3.8738, -0.2341, -1.7466], [-2.5009, 0.9003, 0.2298], [-4.9696, -3.1111, 0.5807], [-4.2601, -2.9833, -1.0329], [-5.7189, -2.0391, -0.6004], [-3.6171, -1.3534, 1.2114], [-4.5193, -0.8757, -2.1796], [-3.5489, 0.5545, -2.2810]],
  "forces_ev_per_angstrom": [[0.5124, 0.2085, -0.2751], [0.0361, 0.0924, -0.0161], [-0.1253, -0.1299, 0.1296], [-0.0271, 0.0119, -0.0829], [0.0033, -0.0282, 0.0081], [-0.0269, -0.0520, 0.1462], [0.1015, -0.0823, -0.4023], [-0.0271, -0.0545, 0.0761], [0.0805, -0.0012, -0.0425], [-0.0791, -0.1333, -0.0736], [0.0412, 0.0003, 0.0771], [0.0040, 0.0031, -0.0015], [-0.0094, -0.0011, 0.0004], [-0.0045, 0.0226, 0.0647], [0.0018, 0.0012, 0.0017], [-0.0456, 0.1875, -0.0936], [-0.0366, -0.0056, 0.0520], [-0.0017, 0.0073, -0.0052], [0.0153, 0.0067, 0.0063], [0.0313, -0.0291, -0.0086], [0.0081, 0.0133, -0.0094], [0.0228, -0.0109, -0.0053], [0.0464, 0.0083, 0.0193], [0.0063, 0.0047, -0.0293], [-0.0143, 0.0150, -0.0134], [-0.0377, -0.0129, 0.0325], [0.0138, -0.0284, 0.0243], [0.0095, -0.0024, -0.0059], [0.0005, 0.0194, -0.0586], [0.0045, -0.0086, 0.0336], [0.0269, 0.0750, -0.0355], [-0.1246, -0.0975, 0.0576], [-0.2061, 0.1181, 0.0721], [0.0963, -0.0540, 0.0626], [-0.0815, 0.0712, -0.0367], [-0.0278, 0.0188, -0.0660], [0.0098, -0.0001, 0.0168], [0.0183, 0.0331, -0.0805], [0.0037, 0.0031, 0.0062], [0.0061, 0.0356, -0.0011], [-0.0031, -0.0691, -0.0293], [-0.0395, 0.0816, 0.0686], [-0.0398, -0.0940, 0.0494], [0.1142, 0.0502, 0.1850], [-0.0001, -0.0012, -0.0053], [-0.0026, -0.0074, -0.0018], [-0.0021, -0.0077, 0.0020], [0.0020, -0.0102, -0.0046], [-0.0080, 0.0013, -0.0051], [-0.0034, 0.0041, 0.0110], [-0.0015, -0.0171, 0.0027], [-0.0008, 0.0043, 0.0058], [0.0018, 0.0143, 0.0046], [-0.0179, -0.0422, -0.0171], [-0.0195, -0.0179, 0.0120], [0.1259, 0.0279, -0.0577], [-0.0044, -0.0167, 0.0247], [-0.0021, -0.0057, 0.0080], [-0.2107, -0.0145, 0.1611], [0.0050, 0.0115, 0.0126], [0.0034, 0.0159, 0.0039], [-0.0151, -0.0023, -0.0003], [-0.0393, 0.0287, -0.0198], [0.0109, 0.0016, -0.0164], [0.0028, -0.0209, -0.0065], [0.0091, -0.0153, -0.0035], [-0.0056, 0.0038, -0.0137], [0.0047, 0.0027, 0.0136], [0.0017, -0.0196, 0.0104], [-0.0346, 0.0719, -0.0161], [0.0713, 0.0326, 0.1251], [-0.0343, -0.0126, -0.0278], [-0.0776, -0.1524, 0.0105], [0.0061, -0.0027, -0.0065], [-0.0128, -0.0037, -0.0111], [0.0020, -0.0088, -0.0065], [-0.0046, -0.0182, -0.0171], [0.0024, -0.0067, 0.0071], [-0.0087, -0.0107, 0.0042]],
  "mulliken_charge": [-1.339, -1.287, 0.332, -0.916, -1.749, -1.177, 2.120, -0.859, 0.173, 0.362, -0.142, -0.313, -0.664, 0.290, -0.309, 0.512, -0.366, 0.534, 0.331, 0.381, 0.299, 0.427, -0.322, 0.512, 0.565, 0.711, 0.492, 0.539, -1.121, -1.011, -0.974, 1.076, 1.675, -0.498, 0.620, -1.161, -1.371, 1.244, -0.993, -0.703, -1.217, -0.253, -0.171, 1.660, 0.514, 0.464, 0.459, 0.453, 0.612, 0.472, 0.481, 0.443, 0.509, 0.246, -1.059, 0.827, -1.083, -1.089, -0.454, 0.522, 0.363, 0.215, 0.479, 0.316, 0.389, 0.431, 0.376, 0.386, -1.281, 0.006, 0.776, -0.268, -0.294, 0.357, 0.405, 0.425, 0.221, 0.211, 0.232]
}

***

# 3
{
  "formula": "C6H14ClN2",
  "method": "ωB97M-V with the def2-TZVPD basis set",
  "de_lowest_ev": 3.027,
  "charge": 1,
  "homo_lumo_gap_ev": [8.2, 8.2],
  "e_lumo_ev": [-3.7999, -3.8006],
  "e_homo_ev": [-11.969, -11.968],
  "symbols": ["C", "C", "C", "C", "C", "C", "N", "N", "Cl", "H", "H", "H", "H", "H", "H", "H", "H", "H", "H", "H", "H", "H", "H"],
  "positions_angstrom": [[0.6530, -1.4501, -0.6098], [1.2634, -0.0796, -0.6187], [-0.8801, -0.1176, 0.3517], [-1.5876, -2.1265, -0.7958], [0.7612, 1.5346, 1.2451], [-0.1774, 1.8828, -0.9959], [-0.7264, -1.2153, -0.4022], [0.2788, 0.8058, 0.0097], [-2.6074, 0.4969, 0.3300], [0.6868, -1.9583, -1.6175], [0.9787, -2.1673, 0.2153], [2.2733, -0.0035, -0.0906], [1.4421, 0.1520, -1.6394], [-0.2617, -0.8813, 2.5048], [0.0980, -1.2538, 3.1970], [-2.7162, -2.0084, -0.6939], [-1.2273, -3.0687, -1.1389], [1.4898, 2.2343, 0.8419], [0.0327, 1.9197, 1.7951], [1.4179, 0.8412, 1.7825], [0.4723, 2.7207, -1.3770], [-0.6157, 1.2875, -1.7678], [-1.0482, 2.4549, -0.5257]],
  "forces_ev_per_angstrom": [[1.4877, -2.9354, -0.1391], [2.6083, -0.5983, 1.1122], [-1.7544, 1.6711, 0.3802], [-1.8834, 1.0230, 0.5910], [4.9510, -2.6266, -2.9786], [-1.8909, 1.3146, 0.7891], [-2.5172, -1.7113, -0.5837], [-1.7980, 2.4573, 0.0356], [2.1386, -0.2833, 0.1696], [0.6411, 0.4923, 1.2172], [0.0162, 1.0639, -1.1543], [-1.4946, -0.2012, -0.5925], [-0.0269, 0.8824, -0.7561], [1.2135, -1.3332, 2.3935], [-1.1921, 1.2186, -2.2786], [1.9696, 0.1514, 0.1239], [0.4406, -0.2539, -0.3615], [-0.3428, 0.6545, 0.2206], [-3.2662, 1.6037, 2.0923], [-0.7146, -0.0481, 0.3330], [0.3368, -1.5904, 0.6897], [-0.1223, 0.0353, -0.9247], [1.1999, -0.9864, -0.3788]],
  "mulliken_charge": [-0.491, -0.538, -0.379, -0.166, -1.052, -1.092, 0.182, 0.448, -0.173, 0.453, 0.307, 0.334, 0.276, -0.337, 0.340, 0.196, 0.286, 0.461, 0.296, 0.434, 0.318, 0.502, 0.395]
}